[1]
ORCA calculation (ωB97M-V/def2-TZVPD) on a structure of composition C34H86CdF3O12 in a non-equilibrium geometry.

HOMO = -11.6 eV
ΔE to the lowest compared entry with this formula, charge and spin = 0.00 kcal/mol
charge = +1
gap between HOMO and LUMO = 7.49 eV

Geometry as XYZ:
```
136
C34H86CdF3O12 ωB97M-V/def2-TZVPD
Cd -1.034 3.126 -0.400
C 0.887 1.468 0.707
O -0.162 0.890 -0.111
O 0.516 2.711 1.013
C 1.270 0.541 1.854
F 2.054 -0.440 1.373
F 1.956 1.190 2.800
F 0.223 -0.034 2.455
C 0.201 -0.113 -1.047
C -0.910 -1.131 -1.200
H -1.171 -1.575 -0.239
H -1.786 -0.644 -1.635
H -0.568 -1.925 -1.860
H 1.093 -0.658 -0.748
H 0.438 0.323 -2.020
H 1.799 1.533 0.073
C -3.528 -3.776 -0.944
C -4.222 -5.060 -1.311
C -5.520 -5.310 -0.567
O -4.412 -5.015 -2.733
H -4.081 -2.898 -1.290
H -2.505 -3.796 -1.319
H -3.499 -3.628 0.136
H -3.557 -5.908 -1.113
H -5.287 -5.670 0.435
H -6.065 -6.120 -1.063
H -6.180 -4.445 -0.568
H -4.870 -5.790 -3.071
C 4.532 3.593 2.366
C 3.433 4.097 3.298
C 3.845 5.301 4.080
O 2.255 4.424 2.553
H 4.177 2.754 1.756
H 5.404 3.226 2.913
H 4.869 4.364 1.668
H 3.214 3.270 3.991
H 4.781 5.151 4.617
H 3.094 5.553 4.833
H 3.948 6.174 3.432
H 1.950 3.625 2.097
C 0.479 0.601 -4.836
C 1.689 1.516 -4.772
C 1.491 2.786 -5.566
O 1.980 1.907 -3.393
H 0.676 -0.393 -4.433
H 0.165 0.483 -5.874
H -0.365 1.058 -4.310
H 2.571 0.996 -5.154
H 2.413 3.363 -5.624
H 0.633 3.379 -5.247
H 1.281 2.523 -6.610
H 2.480 1.194 -2.979
C -3.037 1.012 2.609
C -3.439 1.674 1.298
C -4.855 2.194 1.333
O -2.549 2.825 1.099
H -3.385 1.581 3.470
H -1.944 0.991 2.640
H -3.353 -0.025 2.681
H -3.250 0.940 0.515
H -4.932 3.008 2.055
H -5.526 1.403 1.677
H -5.207 2.537 0.361
H -2.653 3.418 1.885
C 2.675 4.701 -1.313
C 1.261 4.994 -1.776
C 1.193 5.671 -3.135
O 0.504 3.726 -1.802
H 3.213 4.203 -2.122
H 2.644 4.087 -0.414
H 3.199 5.629 -1.088
H 0.766 5.654 -1.061
H 1.329 6.748 -2.992
H 0.217 5.534 -3.595
H 2.028 5.407 -3.785
H 0.973 3.121 -2.421
C 0.617 -4.803 2.780
C -0.614 -3.933 2.912
C -0.982 -3.302 1.581
O -1.671 -4.794 3.393
H 0.845 -5.320 3.714
H 1.502 -4.240 2.479
H 0.464 -5.608 2.054
H -0.417 -3.172 3.679
H -0.799 -3.989 0.751
H -0.249 -2.504 1.389
H -1.987 -2.891 1.539
H -2.415 -4.245 3.657
C 1.857 -4.268 -3.065
C 2.261 -2.974 -2.411
C 2.346 -3.073 -0.891
O 3.516 -2.480 -2.929
H 2.031 -4.261 -4.137
H 0.821 -4.521 -2.834
H 2.471 -5.062 -2.623
H 1.584 -2.146 -2.653
H 2.669 -2.111 -0.503
H 3.017 -3.881 -0.600
H 1.351 -3.285 -0.485
H 4.215 -3.076 -2.633
C -0.859 5.837 4.177
C -1.155 4.443 3.668
C -0.640 3.403 4.660
O -2.579 4.250 3.439
H -1.426 6.097 5.071
H -1.058 6.595 3.415
H 0.209 5.924 4.392
H -0.627 4.218 2.746
H -0.897 2.389 4.340
H -1.092 3.546 5.648
H 0.445 3.435 4.758
H -3.025 4.185 4.289
C 2.686 -3.500 4.077
C 2.947 -3.387 2.586
C 4.101 -2.440 2.309
O 3.315 -4.668 2.065
H 2.501 -2.543 4.567
H 3.521 -4.007 4.569
H 1.807 -4.116 4.311
H 2.027 -3.052 2.087
H 3.943 -1.509 2.854
H 4.139 -2.145 1.261
H 5.024 -2.919 2.628
H 2.738 -5.347 2.427
C -2.174 -2.891 -4.042
C -3.305 -1.883 -4.034
C -3.228 -0.931 -5.212
O -4.555 -2.553 -4.107
H -1.180 -2.438 -4.065
H -2.239 -3.441 -4.991
H -2.281 -3.669 -3.286
H -3.323 -1.266 -3.119
H -2.342 -0.297 -5.159
H -4.116 -0.298 -5.250
H -3.224 -1.505 -6.142
H -4.463 -3.398 -3.632
```



[2]
ORCA calculation (ωB97M-V/def2-TZVPD) on a cluster of 4 separate species, C34H86N12O12P3S2 in total in a non-equilibrium geometry.

HOMO = -8.9 eV
charge = +1
gap between HOMO and LUMO = 6.40 eV

Geometry as XYZ:
```
149
C34H86N12O12P3S2 ωB97M-V/def2-TZVPD
C -2.707 8.048 -1.279
C -3.692 7.516 -2.335
O -3.775 6.115 -2.136
C -4.500 5.452 -3.153
C -3.632 4.702 -4.190
C -2.507 3.845 -3.544
O -2.887 3.448 -2.251
C -2.014 2.442 -1.679
C -2.493 1.099 -2.300
C -2.122 -0.148 -1.493
C -2.594 -1.451 -2.178
O -0.755 -0.178 -1.096
S -2.444 2.593 0.128
C -4.235 2.445 0.208
O -1.805 1.626 0.977
O -2.107 3.925 0.579
C -0.516 2.787 -1.962
N 0.358 2.620 -0.784
C 0.143 1.989 -3.112
C 1.552 2.541 -3.540
C 2.462 1.425 -4.127
S 1.936 1.078 -5.818
O 2.993 0.364 -6.435
O 0.657 0.436 -5.827
O 1.823 2.514 -6.540
N -0.491 4.269 -2.223
C -1.138 4.621 -3.519
N -1.255 6.092 -3.605
C -0.780 6.477 -4.672
O -0.409 6.712 -5.752
H -1.678 7.735 -1.510
H -2.928 7.606 -0.294
H -2.765 9.136 -1.161
H -3.274 7.779 -3.323
H -4.672 8.009 -2.228
H -5.267 4.780 -2.740
H -5.066 6.222 -3.710
H -3.258 5.325 -5.012
H -4.298 3.965 -4.672
H -2.358 3.006 -4.246
H -3.592 1.160 -2.276
H -2.243 0.999 -3.365
H -2.718 -0.104 -0.562
H -2.364 -2.316 -1.538
H -2.123 -1.612 -3.156
H -3.694 -1.431 -2.237
H -0.721 -0.729 -0.307
H -4.637 1.701 -0.494
H -4.655 3.426 -0.039
H -4.497 2.098 1.213
H 1.131 3.279 -0.813
H 0.791 1.706 -0.900
H -0.457 2.025 -4.037
H 0.286 0.926 -2.892
H 1.415 3.353 -4.274
H 2.069 3.014 -2.689
H 3.489 1.802 -4.134
H 2.328 0.539 -3.495
H 1.065 2.485 -7.146
H -0.944 4.785 -1.445
H 0.465 4.632 -2.273
H -0.528 4.311 -4.380
O -7.575 0.808 0.955
P -8.398 0.904 2.236
N -9.398 -0.482 1.970
C -10.100 -0.662 0.706
C -8.672 -1.717 2.274
N -9.134 2.429 1.814
C -10.410 2.554 1.148
C -8.211 3.433 1.297
N -9.110 1.107 3.802
C -10.375 0.580 4.278
C -8.581 2.186 4.625
H -10.614 -1.625 0.698
H -9.434 -0.628 -0.163
H -10.886 0.078 0.573
H -8.168 -1.635 3.242
H -7.913 -1.941 1.514
H -9.361 -2.561 2.346
H -10.358 2.253 0.092
H -10.757 3.590 1.185
H -11.186 1.971 1.645
H -7.995 3.284 0.229
H -7.264 3.404 1.839
H -8.624 4.436 1.431
H -11.215 0.901 3.658
H -10.574 0.918 5.298
H -10.370 -0.507 4.327
H -9.217 3.075 4.564
H -7.576 2.465 4.302
H -8.499 1.881 5.671
O 3.236 -1.161 0.416
P 2.672 -1.579 1.767
N 2.378 0.012 2.387
C 3.432 1.014 2.395
C 1.192 0.593 1.771
N 4.112 -2.347 2.355
C 5.101 -1.689 3.178
C 4.779 -3.225 1.393
N 1.817 -2.251 3.114
C 1.531 -1.619 4.388
C 1.659 -3.699 3.130
H 3.037 1.971 2.748
H 3.876 1.177 1.404
H 4.225 0.762 3.095
H 0.358 -0.117 1.786
H 1.378 0.868 0.729
H 0.858 1.478 2.317
H 5.690 -0.954 2.610
H 5.794 -2.424 3.596
H 4.648 -1.193 4.038
H 5.408 -2.662 0.692
H 4.047 -3.788 0.811
H 5.404 -3.958 1.909
H 2.439 -1.291 4.899
H 1.013 -2.314 5.054
H 0.863 -0.766 4.278
H 2.411 -4.170 3.772
H 1.765 -4.113 2.126
H 0.665 -3.983 3.483
O 7.624 -5.578 1.525
P 8.867 -6.423 1.309
N 10.042 -5.197 1.647
C 9.990 -3.911 0.968
C 10.147 -4.957 3.087
N 8.599 -6.724 -0.385
C 9.172 -5.931 -1.448
C 7.230 -7.094 -0.732
N 10.126 -7.610 1.274
C 11.547 -7.390 1.090
C 9.715 -8.990 1.061
H 10.761 -3.246 1.366
H 9.022 -3.407 1.077
H 10.218 -4.004 -0.091
H 10.234 -5.904 3.627
H 9.270 -4.424 3.476
H 11.044 -4.377 3.317
H 8.708 -4.936 -1.520
H 9.040 -6.434 -2.409
H 10.249 -5.811 -1.328
H 6.574 -6.217 -0.821
H 6.804 -7.755 0.024
H 7.210 -7.640 -1.679
H 11.767 -6.870 0.155
H 12.083 -8.341 1.069
H 11.981 -6.827 1.914
H 9.839 -9.282 0.013
H 8.666 -9.130 1.330
H 10.292 -9.675 1.689
```



[3]
ORCA calculation (ωB97M-V/def2-TZVPD) on a structure of composition C34H91N7O21 in a non-equilibrium geometry.

HOMO = -6.7 eV
charge = 0
gap between HOMO and LUMO = 6.72 eV

Geometry as XYZ:
```
153
C34H91N7O21 ωB97M-V/def2-TZVPD
C 0.361 -2.799 -0.814
C 1.092 -1.459 -0.626
C 0.252 -0.454 0.140
C 0.954 0.920 0.266
C 0.015 2.081 0.535
C 0.604 3.451 0.327
H 0.686 -3.226 -1.764
H -0.729 -2.811 -0.826
H 0.606 -3.449 0.031
H 2.054 -1.579 -0.122
H 1.355 -1.094 -1.622
H 0.063 -0.784 1.169
H -0.765 -0.221 -0.188
H 1.881 0.786 0.835
H 1.467 1.202 -0.669
H -0.950 1.971 0.018
H -0.490 1.831 1.483
H 1.457 3.594 0.991
H 0.965 3.533 -0.703
H -0.163 4.226 0.388
C -3.986 0.319 4.712
C -2.435 0.283 4.487
O -2.181 0.509 3.076
O -4.534 -0.908 4.285
H -4.376 1.118 4.075
H -4.220 0.462 5.764
H -2.079 -0.729 4.669
H -1.903 1.067 5.027
H -2.174 1.474 3.035
H -4.241 -1.095 3.387
C -0.418 -6.486 -2.493
C -1.242 -6.825 -1.250
O -1.957 -8.062 -1.434
O 0.293 -7.535 -3.082
H 0.176 -5.594 -2.289
H -1.161 -6.070 -3.190
H -1.966 -6.008 -1.215
H -0.532 -7.000 -0.440
H -2.241 -8.324 -0.555
H -0.291 -8.252 -3.338
C 5.198 -2.960 0.464
C 6.319 -3.032 1.500
O 7.566 -2.717 0.863
O 5.123 -1.770 -0.318
H 4.252 -3.292 0.885
H 5.487 -3.716 -0.279
H 6.323 -4.050 1.892
H 6.271 -2.264 2.277
H 8.299 -2.864 1.463
H 6.046 -1.650 -0.591
C -3.924 4.846 3.388
C -2.681 4.267 2.781
O -2.951 3.185 1.901
O -4.792 5.442 2.456
H -3.599 5.635 4.070
H -4.417 4.089 4.012
H -1.839 4.030 3.432
H -2.354 5.102 2.142
H -2.891 3.431 0.963
H -5.064 4.766 1.822
C 0.584 2.657 -3.389
C 1.512 1.513 -3.811
O 0.693 0.529 -4.442
O -0.089 3.105 -4.562
H 1.130 3.450 -2.886
H -0.109 2.170 -2.694
H 2.167 1.091 -3.037
H 2.298 1.833 -4.509
H 1.282 -0.239 -4.555
H -0.566 2.316 -4.851
C 1.408 2.575 1.617
C 0.848 3.687 2.431
O 1.450 4.954 2.216
O 2.415 1.714 2.174
H 1.868 2.949 0.694
H 0.624 1.894 1.272
H 1.016 3.496 3.502
H -0.232 3.757 2.327
H 2.388 5.005 2.402
H 3.075 2.227 2.652
C -4.281 0.210 0.361
C -4.899 -1.120 0.763
O -5.582 -1.709 -0.314
O -5.224 1.114 -0.203
H -3.412 0.097 -0.309
H -3.748 0.754 1.149
H -5.525 -0.941 1.646
H -4.054 -1.704 1.128
H -6.108 -0.996 -0.703
H -4.974 1.989 0.103
O 2.093 -1.427 -5.810
C 1.187 -2.255 -5.903
N 0.862 -3.107 -4.919
C 0.518 -2.409 -7.252
H 0.305 -3.891 -5.214
H 1.356 -3.148 -4.045
H 0.827 -3.259 -7.860
H 0.702 -1.527 -7.859
H -0.565 -2.446 -7.094
O 5.319 6.988 2.791
C 5.017 5.863 2.424
N 3.779 5.358 2.502
C 6.074 4.935 1.829
H 3.573 4.432 2.167
H 3.143 5.932 3.033
H 5.939 4.596 0.795
H 6.204 4.018 2.401
H 6.969 5.536 1.672
O 3.867 2.335 1.796
C 4.489 1.547 1.094
N 5.163 0.487 1.595
C 4.330 1.526 -0.430
H 4.970 0.285 2.563
H 5.311 -0.225 0.883
H 3.948 2.481 -0.783
H 3.708 0.649 -0.593
H 5.299 1.438 -0.926
O -0.482 -2.750 2.574
C 0.674 -2.452 2.857
N 1.464 -3.241 3.578
C 1.259 -1.114 2.429
H 1.049 -4.074 3.970
H 2.333 -2.960 3.995
H 2.306 -0.899 2.647
H 0.780 -0.277 2.941
H 1.135 -0.938 1.361
O -3.777 -4.978 -0.371
C -3.126 -4.535 0.568
N -2.446 -3.384 0.456
C -3.066 -5.253 1.874
H -1.702 -2.991 1.012
H -2.460 -3.075 -0.510
H -2.163 -5.135 2.472
H -3.310 -6.306 1.742
H -3.856 -4.875 2.532
O -1.902 -3.769 -2.579
C -2.692 -2.894 -2.924
N -3.946 -2.855 -2.430
C -2.223 -1.722 -3.806
H -4.418 -1.978 -2.567
H -4.196 -3.449 -1.647
H -1.159 -1.612 -3.592
H -2.663 -0.757 -3.566
H -2.228 -2.046 -4.846
O -2.917 3.707 -0.794
C -2.797 4.562 -1.673
N -2.837 5.873 -1.460
C -2.659 4.070 -3.099
H -3.088 6.199 -0.538
H -3.015 6.505 -2.220
H -2.569 4.883 -3.826
H -3.470 3.447 -3.480
H -1.796 3.438 -3.316
```



Which of these has the lowest HOMO? C34H86CdF3O12



What is the HOMO in the second record? -8.9 eV



What is the charge in the third record? 0